## A
21
Properties=species:S:1:pos:R:3:nbo_charge:R:1 method="wB97M-V/def2-TZVPD" homo_ev=-8.2 gap_ev=5.60
Tl 2.283 -3.420 0.606 0.804
Cl -0.259 3.565 -0.898 0.058
C 0.387 2.151 -0.161 -0.141
C 1.417 1.442 -0.779 -0.058
Cl 2.052 1.985 -2.282 0.059
C 1.890 0.270 -0.212 -0.175
Cl 3.145 -0.629 -0.985 0.039
C 1.367 -0.255 0.999 0.407
O 1.730 -1.387 1.486 -0.866
C 0.371 0.526 1.629 -0.176
Cl -0.255 -0.063 3.117 0.056
C -0.121 1.688 1.054 -0.066
Cl -1.394 2.547 1.827 0.063
O -3.342 1.203 -1.069 -0.494
C -2.605 0.286 -0.895 0.215
S -2.678 -0.774 0.533 0.413
C -1.371 -1.838 0.111 -0.421
C -0.719 -1.562 -1.212 -0.403
S 0.409 -2.499 -1.910 0.105
S -1.341 -0.186 -2.064 0.414
S -0.965 -3.049 1.106 0.165

## B
21
Properties=species:S:1:pos:R:3:nbo_charge:R:1 method="wB97M-V/def2-TZVPD" homo_ev=-8.1 gap_ev=5.28
Tl 0.462 -0.653 0.431 0.810
Cl 0.378 7.102 -0.258 0.047
C 0.099 5.420 -0.011 -0.135
C 1.008 4.477 -0.485 -0.056
Cl 2.417 4.991 -1.331 0.053
C 0.776 3.124 -0.278 -0.168
Cl 1.893 1.939 -0.877 0.013
C -0.357 2.645 0.409 0.412
O -0.582 1.390 0.596 -0.899
C -1.261 3.627 0.866 -0.167
Cl -2.671 3.070 1.691 0.025
C -1.040 4.981 0.665 -0.046
Cl -2.178 6.131 1.251 0.054
O -6.680 1.396 0.047 -0.494
C -5.629 0.855 -0.076 0.214
S -5.125 -0.524 0.944 0.409
C -3.555 -0.769 0.257 -0.384
C -3.211 0.150 -0.892 -0.416
S -1.838 0.102 -1.740 0.190
S -4.399 1.357 -1.256 0.420
S -2.572 -1.919 0.838 0.117

Short version: B is the least stable of them.

## A
11
Properties=species:S:1:pos:R:3:nbo_charge:R:1 method="wB97M-V/def2-TZVPD" homo_ev=-8.6 smiles=PC#CCP gap_ev=9.32
P -1.592 -0.492 2.499 0.374
C -0.269 -0.377 1.400 -0.403
C 0.454 0.190 0.483 0.024
C 1.320 0.428 -0.613 -0.804
P 0.582 0.095 -2.245 0.329
H -1.347 -1.919 2.421 0.002
H -2.431 -0.478 1.437 -0.018
H 1.571 1.509 -0.488 0.266
H 2.307 -0.234 -0.586 0.263
H 0.170 1.420 -2.543 -0.026
H -0.765 -0.142 -1.765 -0.008

## B
11
Properties=species:S:1:pos:R:3:nbo_charge:R:1 method="wB97M-V/def2-TZVPD" homo_ev=-8.6 gap_ev=7.78
H 0.506 2.200 -0.773 -0.064
P -0.566 1.169 -1.014 0.454
C 0.184 0.142 0.130 -0.727
C 1.558 0.417 0.732 -0.654
P -0.458 -1.526 0.165 0.717
C -1.981 -1.266 -0.487 -0.831
H 1.662 0.252 1.744 0.217
H 1.924 1.403 0.610 0.218
H 2.191 -0.156 0.143 0.224
H -2.428 -2.241 -0.637 0.218
H -2.592 -0.395 -0.613 0.226

Short version: A is the least stable of them.

## A
11
Properties=species:S:1:pos:R:3:nbo_charge:R:1 method="wB97M-V/def2-TZVPD" homo_ev=-8.5 smiles="[H]/P=C/P=C/C" gap_ev=7.48
H 1.553 -0.603 -3.622 -0.047
P 0.504 -0.740 -2.621 0.482
C 1.415 0.133 -1.509 -0.954
P 0.809 0.666 0.050 0.643
C -0.634 -0.090 0.519 -0.564
C -1.130 0.238 1.888 -0.652
H 2.391 0.374 -1.518 0.215
H -1.210 -0.858 -0.126 0.223
H -1.017 -0.610 2.708 0.216
H -0.534 1.053 2.225 0.219
H -2.147 0.437 2.005 0.220

## B
11
Properties=species:S:1:pos:R:3:nbo_charge:R:1 method="wB97M-V/def2-TZVPD" homo_ev="-8.5 / -8.3" gap_ev="7.11 / 7.32"
C 0.583 -0.053 0.935 -0.487
C 0.554 0.059 -0.552 -0.492
C 0.303 1.234 0.224 -0.088
P -2.474 -0.721 -0.510 -0.064
P -3.148 0.838 0.513 0.065
H -0.231 -0.398 1.672 0.223
H 1.479 -0.253 1.377 0.216
H 1.408 0.071 -1.123 0.230
H -0.346 -0.435 -1.018 0.212
H -0.616 1.821 0.282 0.185
H -3.545 -1.656 -0.269 0.001

Short version: B is the least stable of them.